Formula: C43H67ClIrNO2P2Si
Source: OMol25
Level of theory: ωB97M-V/def2-TZVPD

Structure (XYZ):
```
118
Properties=species:S:1:pos:R:3
Ir -0.468 -1.278 0.671
C 2.521 -2.610 2.537
Si 1.609 -1.073 1.870
C 1.147 -0.010 3.393
C 1.990 0.008 4.502
C 1.674 0.722 5.649
C 0.484 1.427 5.702
C -0.374 1.418 4.611
C -0.058 0.710 3.455
P -1.124 0.717 1.961
C -2.927 1.000 2.394
C -3.356 2.191 3.298
C -4.018 1.725 4.594
C -5.289 0.930 4.293
C -5.049 -0.103 3.170
C -3.560 -0.306 2.897
C -0.605 2.250 1.021
C -1.043 3.620 1.533
C -0.747 4.703 0.470
C 0.450 4.351 -0.425
C 1.483 3.579 0.385
C 0.921 2.213 0.800
C 3.001 -0.194 0.903
C 4.084 0.387 1.560
C 5.173 0.879 0.859
C 5.189 0.793 -0.526
C 4.110 0.245 -1.200
C 3.006 -0.247 -0.499
P 1.510 -0.915 -1.316
C 1.491 -0.176 -3.043
C 2.562 -0.553 -4.097
C 3.025 0.669 -4.898
C 1.805 1.451 -5.378
C 1.035 2.055 -4.186
C 1.365 1.346 -2.867
C 1.919 -2.730 -1.536
C 3.410 -3.107 -1.486
C 3.640 -4.500 -2.098
C 2.433 -5.398 -1.835
C 1.223 -4.881 -2.631
C 1.256 -3.347 -2.771
H 3.515 -2.336 2.899
H 2.645 -3.350 1.742
H 1.952 -3.073 3.343
H 2.909 -0.568 4.474
H 2.349 0.724 6.496
H 0.211 1.980 6.592
H -1.299 1.967 4.692
H -3.334 1.182 1.391
H -4.084 2.799 2.754
H -2.525 2.850 3.531
H -4.258 2.593 5.212
H -3.322 1.109 5.168
H -6.080 1.621 3.994
H -5.627 0.437 5.206
H -5.529 0.236 2.246
H -5.507 -1.059 3.429
H -3.416 -1.093 2.161
H -3.056 -0.653 3.798
H -1.088 2.094 0.054
H -0.519 3.850 2.466
H -2.112 3.634 1.734
H -0.555 5.650 0.980
H -1.634 4.854 -0.151
H 0.883 5.263 -0.842
H 0.125 3.734 -1.270
H 1.744 4.165 1.272
H 2.404 3.442 -0.185
H 1.433 1.891 1.706
H 1.140 1.471 0.030
H 4.068 0.468 2.642
H 6.009 1.323 1.387
H 6.041 1.161 -1.085
H 4.138 0.209 -2.280
H 0.517 -0.525 -3.405
H 2.124 -1.261 -4.804
H 3.422 -1.054 -3.652
H 3.626 0.336 -5.746
H 3.661 1.318 -4.290
H 1.157 0.763 -5.930
H 2.103 2.236 -6.075
H -0.040 1.994 -4.378
H 1.277 3.115 -4.083
H 0.585 1.557 -2.128
H 2.294 1.748 -2.460
H 1.431 -3.167 -0.655
H 3.742 -3.101 -0.445
H 4.024 -2.371 -2.007
H 4.555 -4.939 -1.696
H 3.779 -4.420 -3.180
H 2.211 -5.389 -0.763
H 2.650 -6.433 -2.106
H 0.296 -5.185 -2.138
H 1.221 -5.325 -3.629
H 0.245 -2.966 -2.901
H 1.828 -3.077 -3.659
Cl -0.950 -2.553 2.936
C -1.614 -4.123 0.093
C -1.449 -2.756 -0.552
O -1.776 -2.568 -1.691
H -2.170 -4.787 -0.571
H -2.107 -4.023 1.058
H -0.626 -4.544 0.287
C -5.206 0.334 -2.522
N -4.114 0.048 -1.602
C -4.379 -0.937 -0.565
C -2.880 0.581 -1.729
C -2.622 1.558 -2.856
O -1.955 0.327 -0.958
H -6.090 -0.197 -2.177
H -4.991 -0.005 -3.536
H -5.437 1.400 -2.546
H -5.259 -0.650 0.013
H -3.518 -0.989 0.095
H -4.534 -1.923 -1.007
H -3.425 1.659 -3.578
H -1.717 1.227 -3.364
H -2.408 2.533 -2.416
```

Calculated values
energy = -3420.64783 Ha
spin multiplicity = 5
largest force on an atom = 0.68 eV/Å
HOMO (spin up / spin down) = -5.371 / -8.197 eV
frontier orbital gap (spin up / spin down) = 5.79 / 6.97 eV
energy relative to the best compared isomer or geometry (same formula, charge and spin) = 0.580 eV

Mulliken atomic charge list, values in e, 2 entries: number 1, Ir, carries 2.997; number 2, C, carries -1.260

---

Formula: C43H67ClIrNO2P2Si
Source: OMol25
Level of theory: ωB97M-V/def2-TZVPD

Structure (XYZ):
```
118
Properties=species:S:1:pos:R:3
Ir -0.211 -0.617 0.168
C 1.461 2.741 0.504
Si -0.112 1.882 -0.068
C -1.511 2.581 1.007
C -1.557 3.940 1.334
C -2.619 4.481 2.041
C -3.672 3.664 2.430
C -3.640 2.311 2.133
C -2.557 1.757 1.447
P -2.435 -0.015 1.056
C -2.889 -1.048 2.522
C -4.176 -0.769 3.339
C -3.867 -0.017 4.633
C -3.025 -0.888 5.575
C -2.031 -1.757 4.784
C -1.664 -1.097 3.458
C -3.641 -0.348 -0.287
C -5.134 -0.179 -0.006
C -5.944 -0.785 -1.173
C -5.203 -0.687 -2.516
C -4.363 0.584 -2.552
C -3.237 0.505 -1.510
C -0.404 2.420 -1.854
C -0.987 3.643 -2.194
C -1.150 4.022 -3.519
C -0.722 3.175 -4.532
C -0.151 1.951 -4.220
C 0.004 1.555 -2.888
P 0.551 -0.096 -2.392
C 0.417 -1.240 -3.843
C 1.403 -1.104 -5.028
C 0.821 -1.721 -6.310
C 0.021 -2.975 -5.973
C -1.236 -2.599 -5.168
C -1.030 -1.314 -4.355
C 2.346 0.017 -1.998
C 3.204 0.930 -2.894
C 4.687 0.539 -2.801
C 5.029 0.063 -1.391
C 4.285 -1.245 -1.057
C 2.973 -1.372 -1.846
H 1.435 3.807 0.256
H 2.343 2.308 0.029
H 1.575 2.626 1.583
H -0.743 4.589 1.030
H -2.632 5.537 2.283
H -4.514 4.080 2.968
H -4.469 1.692 2.442
H -2.987 -2.037 2.055
H -4.628 -1.731 3.600
H -4.926 -0.239 2.759
H -4.795 0.285 5.123
H -3.326 0.902 4.398
H -3.677 -1.527 6.174
H -2.485 -0.246 6.274
H -2.471 -2.737 4.575
H -1.132 -1.940 5.373
H -0.847 -1.631 2.973
H -1.288 -0.085 3.644
H -3.456 -1.400 -0.527
H -5.362 0.885 0.107
H -5.428 -0.672 0.919
H -6.905 -0.270 -1.243
H -6.165 -1.832 -0.955
H -5.918 -0.709 -3.340
H -4.543 -1.550 -2.648
H -5.007 1.443 -2.342
H -3.933 0.749 -3.542
H -2.967 1.516 -1.196
H -2.342 0.066 -1.954
H -1.329 4.308 -1.408
H -1.605 4.974 -3.763
H -0.835 3.466 -5.569
H 0.167 1.303 -5.026
H 0.614 -2.199 -3.347
H 2.333 -1.619 -4.777
H 1.673 -0.066 -5.221
H 1.629 -1.939 -7.011
H 0.161 -1.003 -6.807
H 0.656 -3.648 -5.387
H -0.252 -3.521 -6.878
H -1.502 -3.413 -4.490
H -2.083 -2.460 -5.845
H -1.726 -1.300 -3.518
H -1.246 -0.437 -4.969
H 2.337 0.443 -0.990
H 3.069 1.965 -2.566
H 2.880 0.895 -3.934
H 5.315 1.384 -3.090
H 4.902 -0.266 -3.511
H 4.743 0.843 -0.678
H 6.107 -0.074 -1.281
H 4.051 -1.274 0.010
H 4.920 -2.109 -1.272
H 2.303 -2.052 -1.317
H 3.167 -1.803 -2.832
Cl 1.500 -0.525 1.816
C -0.650 -3.659 0.374
C -0.901 -2.453 -0.517
O -1.603 -2.552 -1.498
H -1.527 -4.310 0.362
H -0.386 -3.371 1.391
H 0.212 -4.189 -0.035
C 4.537 -5.261 -0.763
N 4.449 -4.846 0.624
C 5.559 -5.198 1.492
C 3.412 -4.055 1.031
C 3.444 -3.590 2.465
O 2.509 -3.738 0.270
H 5.442 -4.861 -1.228
H 3.668 -4.883 -1.292
H 4.558 -6.351 -0.837
H 6.128 -5.993 1.016
H 5.211 -5.565 2.456
H 6.234 -4.355 1.663
H 4.405 -3.138 2.713
H 3.281 -4.431 3.142
H 2.655 -2.856 2.599
```

Calculated values
energy = -3420.66565 Ha
spin multiplicity = 5
largest force on an atom = 0.69 eV/Å
HOMO (spin up / spin down) = -4.377 / -8.061 eV
frontier orbital gap (spin up / spin down) = 5.03 / 6.94 eV
energy relative to the best compared isomer or geometry (same formula, charge and spin) = 0.095 eV

Mulliken atomic charge list, values in e, 2 entries: number 1, Ir, carries 3.599; number 2, C, carries -1.087

---

Formula: C43H69N3O4S3SbSeTi
Source: OMol25
Level of theory: ωB97M-V/def2-TZVPD

Structure (XYZ):
```
125
Properties=species:S:1:pos:R:3
Ti -1.124 -1.411 -0.802
C 6.208 1.206 -0.368
C 5.811 -0.268 -0.204
C 6.031 -0.657 1.259
C 6.721 -1.143 -1.078
C 4.353 -0.456 -0.627
C 3.385 -0.990 0.211
C 2.084 -1.093 -0.230
Se 0.709 -1.731 0.959
C 0.422 0.079 1.665
C 1.287 0.572 2.614
C 1.163 1.874 3.099
C 0.071 2.593 2.645
C -0.866 2.113 1.718
C -0.633 0.847 1.130
O -1.345 0.358 0.118
C -2.073 3.031 1.435
C -3.155 2.399 0.558
C -1.597 4.322 0.750
C -2.756 3.384 2.769
C 2.208 2.437 4.063
C 2.291 1.556 5.320
C 1.887 3.865 4.502
C 3.578 2.444 3.367
C 1.656 -0.678 -1.498
O 0.364 -0.764 -1.799
C 2.648 -0.260 -2.406
C 3.946 -0.122 -1.917
C 2.430 0.011 -3.909
C 2.725 1.489 -4.209
C 1.013 -0.292 -4.408
C 3.380 -0.898 -4.708
H 7.246 1.364 -0.051
H 5.558 1.841 0.243
H 6.114 1.532 -1.406
H 7.070 -0.459 1.540
H 5.829 -1.719 1.424
H 5.384 -0.075 1.923
H 7.770 -1.030 -0.779
H 6.632 -0.875 -2.133
H 6.438 -2.194 -0.980
H 3.623 -1.350 1.204
H 2.092 -0.075 2.956
H -0.083 3.593 3.034
H -2.801 2.186 -0.448
H -4.003 3.093 0.491
H -3.500 1.458 0.993
H -1.107 4.086 -0.198
H -0.887 4.872 1.374
H -2.451 4.978 0.539
H -3.101 2.472 3.267
H -3.624 4.028 2.586
H -2.086 3.907 3.455
H 1.317 1.511 5.818
H 3.025 1.960 6.027
H 2.586 0.535 5.069
H 0.926 3.916 5.025
H 1.851 4.545 3.646
H 2.664 4.219 5.185
H 3.870 1.435 3.064
H 4.352 2.843 4.033
H 3.543 3.061 2.464
H 4.698 0.247 -2.607
H 2.004 2.129 -3.688
H 2.634 1.680 -5.285
H 3.731 1.780 -3.891
H 0.278 0.336 -3.914
H 0.743 -1.337 -4.246
H 0.976 -0.088 -5.486
H 4.435 -0.672 -4.521
H 3.191 -0.778 -5.781
H 3.200 -1.945 -4.446
S 1.165 -5.380 -4.056
Sb 0.823 -3.806 -2.350
S -1.560 -3.148 -2.515
S 1.051 -4.830 -0.209
C -3.002 -1.218 3.070
C -2.183 -2.416 3.497
O -1.569 -2.984 2.360
C -1.133 -4.331 2.562
C -0.045 -4.452 3.616
H -3.813 -1.536 2.408
H -2.378 -0.508 2.523
H -3.427 -0.715 3.942
H -2.826 -3.166 3.978
H -1.421 -2.109 4.223
H -0.720 -4.656 1.604
H -2.003 -4.952 2.820
H 0.710 -3.682 3.444
H 0.440 -5.425 3.502
H -0.428 -4.365 4.638
C -4.907 -0.151 -1.484
N -5.168 -1.372 -0.728
C -6.127 -1.184 0.355
C -4.095 -2.182 -0.431
O -2.940 -1.759 -0.307
N -4.399 -3.450 -0.179
C -3.337 -4.406 0.195
C -5.519 -4.079 -0.878
H -5.794 0.077 -2.080
H -4.059 -0.282 -2.151
H -4.700 0.699 -0.832
H -5.815 -0.370 1.016
H -6.229 -2.096 0.940
H -7.103 -0.931 -0.065
H -2.494 -3.887 0.613
H -2.994 -4.955 -0.672
H -3.742 -5.092 0.944
H -5.971 -3.385 -1.577
H -6.285 -4.413 -0.174
H -5.142 -4.944 -1.420
N -2.274 0.139 -3.160
C -1.941 1.391 -3.651
C -2.328 1.774 -4.939
C -2.042 3.043 -5.411
C -1.363 3.962 -4.617
C -0.957 3.574 -3.343
C -1.244 2.310 -2.857
H -2.258 -0.647 -3.797
H -1.806 -0.116 -2.302
H -2.842 1.056 -5.571
H -2.351 3.317 -6.413
H -1.147 4.957 -4.987
H -0.382 4.259 -2.730
H -0.887 1.995 -1.882
```

Calculated values
energy = -6831.03279 Ha
spin multiplicity = 2
largest force on an atom = 2.19 eV/Å
net charge = -2
HOMO (spin up / spin down) = 0.147 / 0.146 eV
frontier orbital gap (spin up / spin down) = 3.48 / 3.48 eV
energy relative to the best compared isomer or geometry (same formula, charge and spin) = 3.350 eV

Mulliken atomic charge list, values in e, 2 entries: number 1, Ti, carries -0.879; number 2, C, carries -1.617

---

Formula: C43H69N3O4S3SbSeTi
Source: OMol25
Level of theory: ωB97M-V/def2-TZVPD

Structure (XYZ):
```
125
Properties=species:S:1:pos:R:3
Ti -1.905 -0.424 -0.335
C 3.947 -3.519 -4.124
C 4.360 -2.342 -3.231
C 5.142 -2.878 -2.023
C 5.296 -1.442 -4.036
C 3.115 -1.602 -2.746
C 2.160 -2.263 -1.975
C 1.045 -1.601 -1.510
Se -0.284 -2.578 -0.529
C 0.350 -2.333 1.261
C 1.338 -3.156 1.754
C 1.671 -3.120 3.108
C 0.897 -2.290 3.909
C -0.113 -1.445 3.437
C -0.368 -1.406 2.053
O -1.180 -0.542 1.486
C -0.920 -0.678 4.499
C -1.665 -1.714 5.358
C 0.015 0.146 5.397
C -1.989 0.275 3.955
C 2.800 -3.997 3.647
C 4.111 -3.633 2.938
C 3.010 -3.817 5.150
C 2.478 -5.475 3.388
C 0.790 -0.228 -1.761
O -0.280 0.345 -1.259
C 1.735 0.435 -2.574
C 2.854 -0.269 -3.027
C 1.672 1.917 -2.994
C 1.723 2.015 -4.526
C 0.412 2.672 -2.557
C 2.872 2.653 -2.381
H 4.827 -4.075 -4.462
H 3.292 -4.211 -3.593
H 3.405 -3.160 -5.002
H 6.036 -3.417 -2.352
H 5.450 -2.057 -1.372
H 4.535 -3.561 -1.427
H 6.171 -2.015 -4.355
H 4.805 -1.054 -4.932
H 5.646 -0.595 -3.442
H 2.281 -3.308 -1.711
H 1.843 -3.827 1.068
H 1.085 -2.282 4.974
H -0.982 -2.396 5.871
H -2.270 -1.204 6.115
H -2.340 -2.303 4.733
H 0.765 -0.464 5.905
H 0.546 0.906 4.815
H -0.573 0.658 6.165
H -2.742 -0.254 3.369
H -2.489 0.745 4.811
H -1.563 1.057 3.327
H 4.370 -2.589 3.128
H 4.931 -4.265 3.294
H 4.028 -3.760 1.858
H 3.252 -2.782 5.399
H 2.123 -4.108 5.716
H 3.840 -4.447 5.482
H 2.356 -5.677 2.323
H 3.281 -6.116 3.766
H 1.546 -5.754 3.883
H 3.567 0.278 -3.629
H 0.899 1.449 -4.969
H 1.628 3.061 -4.834
H 2.657 1.633 -4.944
H -0.496 2.195 -2.927
H 0.320 2.733 -1.473
H 0.467 3.690 -2.962
H 3.825 2.238 -2.715
H 2.848 3.712 -2.661
H 2.841 2.587 -1.292
S -4.912 -4.985 0.595
Sb -3.751 -3.098 1.235
S -3.572 -1.687 -1.251
S -5.111 -1.741 2.556
C 2.085 3.062 1.626
C 0.900 2.117 1.693
O -0.345 2.794 1.697
C -0.589 3.557 2.854
C -2.062 3.883 2.920
H 3.009 2.484 1.553
H 2.013 3.706 0.746
H 2.158 3.697 2.512
H 0.963 1.473 2.581
H 0.876 1.459 0.823
H 0.010 4.480 2.845
H -0.294 2.985 3.747
H -2.361 4.533 2.095
H -2.298 4.384 3.861
H -2.643 2.964 2.859
C -4.469 4.573 0.037
N -3.613 3.424 -0.164
C -2.270 3.711 -0.623
C -3.995 2.162 0.120
O -3.236 1.207 0.006
N -5.342 2.009 0.523
C -5.949 0.825 -0.111
C -5.457 1.957 1.986
H -4.414 5.224 -0.841
H -4.147 5.155 0.908
H -5.491 4.241 0.181
H -1.673 4.189 0.159
H -2.321 4.372 -1.492
H -1.762 2.794 -0.908
H -5.751 0.846 -1.183
H -7.027 0.883 0.055
H -5.576 -0.118 0.291
H -5.025 2.859 2.427
H -4.976 1.063 2.402
H -6.516 1.923 2.243
N -3.032 0.911 -3.379
C -2.294 0.646 -4.515
C -1.575 -0.556 -4.611
C -0.903 -0.879 -5.775
C -0.899 -0.012 -6.866
C -1.553 1.205 -6.752
C -2.231 1.537 -5.588
H -3.725 1.636 -3.469
H -3.362 0.092 -2.860
H -1.576 -1.222 -3.755
H -0.358 -1.813 -5.823
H -0.363 -0.267 -7.772
H -1.539 1.909 -7.576
H -2.757 2.485 -5.519
```

Calculated values
energy = -6831.09258 Ha
spin multiplicity = 2
largest force on an atom = 0.63 eV/Å
net charge = -2
HOMO (spin up / spin down) = -0.710 / -0.706 eV
frontier orbital gap (spin up / spin down) = 4.42 / 4.41 eV
energy relative to the best compared isomer or geometry (same formula, charge and spin) = 1.723 eV

Mulliken atomic charge list, values in e, 2 entries: number 1, Ti, carries -0.285; number 2, C, carries -1.754